P | 2 unconnected molecules or ions with the total composition C10H16, computed with ωB97M-V/def2-TZVPD.

Each atom is followed by the atoms it is bonded to, with distances in Å.
Atoms and positions in Å:
1 C -2.2635 -1.6943 0.7441  C2 1.565, H9 1.098, H10 1.106, H11 1.073
2 C -1.2443 -0.5223 0.9384  C1 1.565, C3 1.465, H12 1.127, H13 1.127
3 C -0.4773 -0.4102 -0.3042  C2 1.465, C4 1.441, C8 1.399
4 C -0.9983 0.2394 -1.4803  C3 1.441, C5 1.402, H14 1.137
5 C -0.4636 0.1624 -2.7740  C4 1.402, C6 1.352, H15 1.131
6 C 0.5223 -0.7377 -2.9868  C5 1.352, C7 1.435, H16 1.115
7 C 1.0251 -1.4332 -1.8371  C6 1.435, C8 1.372, H17 1.195
8 C 0.6278 -1.2354 -0.5383  C3 1.399, C7 1.372, H18 1.097
9 H -3.2815 -1.5143 0.3744  C1 1.098
10 H -2.3783 -2.0917 1.7700  C1 1.106
11 H -1.8406 -2.5006 0.1754  C1 1.073
12 H -1.8888 0.3296 1.2989  C2 1.127
13 H -0.6762 -0.5715 1.9106  C2 1.127
14 H -1.9894 0.7756 -1.3300  C4 1.137
15 H -0.7037 0.7785 -3.6917  C5 1.131
16 H 0.9543 -1.0215 -3.9750  C6 1.115
17 H 1.8826 -2.2240 -2.0985  C7 1.195
18 H 1.3236 -1.6614 0.1949  C8 1.097
19 C 1.3177 1.5224 2.3331  C20 1.434, H21 1.142, H22 1.167, H23 1.142
20 C 1.6747 2.1973 1.1189  C19 1.434, H24 1.118, H25 1.066, H26 1.184
21 H 1.6218 2.2937 3.1188  C19 1.142
22 H 0.2118 1.1768 2.4755  C19 1.167
23 H 2.0032 0.6307 2.5295  C19 1.142
24 H 1.1918 1.8510 0.1715  C20 1.118
25 H 2.6836 2.3993 0.8387  C20 1.066
26 H 1.1651 3.2615 1.0234  C20 1.184

* molecular weight: 136.238 g/mol
* frontier orbital gap: 9.7129 eV
* HOMO: -8.77 eV
* structure (SMILES): CCc1ccccc1.CC

Q | 2 unconnected molecules or ions with the total composition C10H16, computed with ωB97M-V/def2-TZVPD.

Each atom is followed by the atoms it is bonded to, with distances in Å.
Atoms and positions in Å:
1 C 1.3852 -2.6166 -3.3010  C2 1.530, H8 1.083, H9 1.084, H10 1.090
2 C 0.5152 -1.4472 -2.8359  C1 1.530, C3 1.400, C7 1.385
3 C 0.0110 -1.3818 -1.5314  C2 1.400, C4 1.382, H11 1.084
4 C -0.8480 -0.3605 -1.1739  C3 1.382, C5 1.387, H12 1.082
5 C -1.1464 0.6933 -2.0240  C4 1.387, C6 1.384, H13 1.080
6 C -0.4483 0.7378 -3.2181  C5 1.384, C7 1.399, H14 1.085
7 C 0.3488 -0.3317 -3.6404  C2 1.385, C6 1.399, H15 1.083
8 H 2.0574 -2.2113 -4.0477  C1 1.083
9 H 0.6741 -3.3878 -3.5722  C1 1.084
10 H 2.0184 -2.9635 -2.4838  C1 1.090
11 H 0.3628 -2.1204 -0.8208  C3 1.084
12 H -1.3376 -0.4827 -0.2168  C4 1.082
13 H -1.7813 1.4921 -1.6688  C5 1.080
14 H -0.3830 1.6360 -3.8231  C6 1.085
15 H 0.8063 -0.1935 -4.6127  C7 1.083
16 C 0.6287 2.1283 3.6746  C17 1.519, H19 1.091, H20 1.095, H21 1.085
17 C -0.3016 1.1982 2.9144  C16 1.519, C18 1.539, H22 1.090, H23 1.094
18 C -0.9719 0.1624 3.8340  C17 1.539, H24 1.082, H25 1.103, H26 1.094
19 H 1.4254 1.5506 4.1463  C16 1.091
20 H 1.1784 2.8522 3.0640  C16 1.095
21 H 0.0842 2.7198 4.4029  C16 1.085
22 H -1.0747 1.7466 2.3766  C17 1.090
23 H 0.2884 0.6769 2.1553  C17 1.094
24 H -0.4948 -0.8037 3.7409  C18 1.082
25 H -0.9317 0.5517 4.8655  C18 1.103
26 H -2.0652 0.1548 3.7960  C18 1.094

* molecular weight: 136.238 g/mol
* frontier orbital gap: 10.0404 eV
* HOMO: -9.08 eV
* structure (SMILES): Cc1ccccc1.CCC

R | 2 unconnected molecules or ions with the total composition C10H16, computed with ωB97M-V/def2-TZVPD.

Each atom is followed by the atoms it is bonded to, with distances in Å.
Atoms and positions in Å:
1 C 2.6090 -3.0784 -0.0276  C2 1.534, H9 1.096, H10 1.098, H11 1.084
2 C 1.2017 -2.4844 -0.1654  C1 1.534, C3 1.521, H12 1.087, H13 1.096
3 C 1.1193 -0.9850 0.0759  C2 1.521, C4 1.384, C8 1.406
4 C 1.5471 -0.4335 1.2715  C3 1.384, C5 1.406, H14 1.083
5 C 1.3386 0.9367 1.5080  C4 1.406, C6 1.379, H15 1.082
6 C 0.9475 1.7801 0.4890  C5 1.379, C7 1.398, H16 1.079
7 C 0.5310 1.1769 -0.7014  C6 1.398, C8 1.380, H17 1.082
8 C 0.4601 -0.1902 -0.8787  C3 1.406, C7 1.380, H18 1.081
9 H 2.7323 -3.6435 0.9036  C1 1.096
10 H 3.3100 -2.2797 0.2487  C1 1.098
11 H 2.9604 -3.6767 -0.8601  C1 1.084
12 H 0.6971 -2.8153 -1.0700  C2 1.087
13 H 0.5701 -2.8670 0.6451  C2 1.096
14 H 2.2202 -0.9742 1.9246  C4 1.083
15 H 1.6340 1.2321 2.5057  C5 1.082
16 H 1.2103 2.8209 0.3782  C6 1.079
17 H 0.2960 1.8075 -1.5487  C7 1.082
18 H 0.1178 -0.6802 -1.7798  C8 1.081
19 C -3.5358 1.8744 -1.0518  C20 1.520, H21 1.085, H22 1.086, H23 1.089
20 C -2.9176 1.6631 0.3207  C19 1.520, H24 1.099, H25 1.089, H26 1.088
21 H -2.7807 2.3409 -1.6760  C19 1.085
22 H -3.7990 0.9011 -1.4565  C19 1.086
23 H -4.3678 2.5771 -1.0620  C19 1.089
24 H -2.3681 2.5580 0.6431  C20 1.099
25 H -2.1266 0.9221 0.2136  C20 1.089
26 H -3.6068 1.5169 1.1502  C20 1.088

* molecular weight: 136.238 g/mol
* frontier orbital gap: 9.9328 eV
* HOMO: -8.95 eV
* structure (SMILES): CCc1ccccc1.CC

S | 2 unconnected molecules or ions with the total composition C10H16, computed with ωB97M-V/def2-TZVPD.

Each atom is followed by the atoms it is bonded to, with distances in Å.
Atoms and positions in Å:
1 C 0.2630 2.5545 -1.1407  C2 1.620, H9 1.082, H10 1.172, H11 1.093
2 C 1.2623 1.7771 -0.1301  C1 1.620, C3 1.491, H12 1.033, H13 1.189
3 C 1.3999 0.3771 -0.6225  C2 1.491, C4 1.426, C8 1.447
4 C 0.2228 -0.4206 -0.7303  C3 1.426, C5 1.423, H14 1.109
5 C 0.4003 -1.8280 -0.8456  C4 1.423, C6 1.429, H15 1.014
6 C 1.6779 -2.3988 -1.1343  C5 1.429, C7 1.387, H16 1.135
7 C 2.7342 -1.5457 -1.4191  C6 1.387, C8 1.384, H17 1.109
8 C 2.6435 -0.2085 -1.0749  C3 1.447, C7 1.384, H18 1.075
9 H 0.2103 2.0899 -2.1161  C1 1.082
10 H 0.5757 3.6611 -1.3686  C1 1.172
11 H -0.8085 2.5364 -0.9264  C1 1.093
12 H 2.1978 2.2135 -0.1558  C2 1.033
13 H 0.5991 1.8674 0.8527  C2 1.189
14 H -0.7191 0.0669 -0.4062  C4 1.109
15 H -0.3998 -2.4499 -0.8047  C5 1.014
16 H 1.7142 -3.4828 -0.8004  C6 1.135
17 H 3.7036 -1.9284 -1.7982  C7 1.109
18 H 3.5042 0.4354 -1.0625  C8 1.075
19 C -3.0274 0.1050 1.7467  C20 1.454, H21 1.055, H22 1.165, H23 1.175
20 C -2.1944 -0.9930 2.2093  C19 1.454, H24 1.182, H25 1.040, H26 1.142
21 H -2.6710 0.9360 1.2029  C19 1.055
22 H -3.8765 -0.1947 1.0082  C19 1.165
23 H -3.5908 0.4900 2.7032  C19 1.175
24 H -1.2155 -0.8762 1.5564  C20 1.182
25 H -1.8850 -0.7864 3.1800  C20 1.040
26 H -2.7207 -1.9975 2.0771  C20 1.142

* molecular weight: 136.238 g/mol
* frontier orbital gap: 9.6270 eV
* HOMO: -8.65 eV
* structure (SMILES): CCc1ccccc1.CC

Short version: S is the least stable of them.

P | 2 unconnected molecules or ions with the total composition C10H16, computed with ωB97M-V/def2-TZVPD.

Each atom is followed by the atoms it is bonded to, with distances in Å.
Atoms and positions in Å:
1 C -0.3784 0.8061 -0.6335  C2 1.513, H8 1.099, H9 1.086, H10 1.087
2 C 0.6725 0.4031 -1.6448  C1 1.513, C3 1.396, C7 1.383
3 C 0.4147 0.4447 -3.0160  C2 1.396, C4 1.389, H11 1.086
4 C 1.3478 0.0194 -3.9535  C3 1.389, C5 1.393, H12 1.077
5 C 2.5680 -0.4120 -3.4379  C4 1.393, C6 1.394, H13 1.090
6 C 2.9327 -0.3456 -2.0946  C5 1.394, C7 1.390, H14 1.076
7 C 1.9618 0.1342 -1.2228  C2 1.383, C6 1.390, H15 1.088
8 H -0.4983 1.8972 -0.5818  C1 1.099
9 H -0.0124 0.5053 0.3439  C1 1.086
10 H -1.4029 0.4782 -0.7902  C1 1.087
11 H -0.5543 0.7601 -3.3925  C3 1.086
12 H 1.0793 -0.0951 -4.9905  C4 1.077
13 H 3.3863 -0.7933 -4.0478  C5 1.090
14 H 3.9332 -0.5978 -1.7896  C6 1.076
15 H 2.1730 0.3267 -0.1725  C7 1.088
16 C -2.3360 0.6153 2.3912  C17 1.513, H19 1.095, H20 1.098, H21 1.086
17 C -1.7729 -0.3725 3.3897  C16 1.513, C18 1.533, H22 1.093, H23 1.096
18 C -0.6263 -1.2462 2.8684  C17 1.533, H24 1.092, H25 1.092, H26 1.085
19 H -1.9142 1.6165 2.5259  C16 1.095
20 H -3.3946 0.8207 2.5990  C16 1.098
21 H -2.3040 0.3837 1.3307  C16 1.086
22 H -1.5578 0.2094 4.2899  C17 1.093
23 H -2.5776 -1.0330 3.7324  C17 1.096
24 H -0.1411 -1.7592 3.7010  C18 1.092
25 H -1.1304 -2.0358 2.3079  C18 1.092
26 H 0.1317 -0.7301 2.2879  C18 1.085

* molecular weight: 136.238 g/mol
* frontier orbital gap: 9.9730 eV
* HOMO: -8.96 eV
* structure (SMILES): Cc1ccccc1.CCC

Q | 2 unconnected molecules or ions with the total composition C10H16, computed with ωB97M-V/def2-TZVPD.

Each atom is followed by the atoms it is bonded to, with distances in Å.
Atoms and positions in Å:
1 C -0.8415 -2.5164 -0.3743  C2 1.513, H8 1.091, H9 1.091, H10 1.096
2 C -0.5494 -1.6244 0.8123  C1 1.513, C3 1.401, C7 1.384
3 C 0.3322 -2.0020 1.8335  C2 1.401, C4 1.382, H11 1.078
4 C 0.5104 -1.0658 2.8341  C3 1.382, C5 1.412, H12 1.089
5 C -0.2969 0.0730 3.0452  C4 1.412, C6 1.379, H13 1.078
6 C -1.2005 0.3667 2.0457  C5 1.379, C7 1.415, H14 1.083
7 C -1.2622 -0.4399 0.8842  C2 1.384, C6 1.415, H15 1.082
8 H -1.7283 -3.1093 -0.1460  C1 1.091
9 H -0.0178 -3.1394 -0.7254  C1 1.091
10 H -1.0537 -1.8817 -1.2417  C1 1.096
11 H 0.8260 -2.9574 1.9006  C3 1.078
12 H 1.1871 -1.2223 3.6728  C4 1.089
13 H -0.0223 0.5884 3.9511  C5 1.078
14 H -1.7957 1.2681 1.9618  C6 1.083
15 H -1.7708 -0.1102 -0.0116  C7 1.082
16 C 1.6057 1.9557 -1.0240  C17 1.548, H19 1.083, H20 1.087, H21 1.101
17 C 0.2963 2.1346 -1.8292  C16 1.548, C18 1.551, H22 1.083, H23 1.093
18 C 0.0276 0.8636 -2.6774  C17 1.551, H24 1.103, H25 1.086, H26 1.085
19 H 2.2125 1.0926 -1.2661  C16 1.083
20 H 1.4868 2.0656 0.0512  C16 1.087
21 H 2.1673 2.8585 -1.3109  C16 1.101
22 H -0.5648 2.3599 -1.2127  C17 1.083
23 H 0.4484 2.8670 -2.6267  C17 1.093
24 H 0.3723 0.0007 -2.0829  C18 1.103
25 H -1.0310 0.7936 -2.9105  C18 1.086
26 H 0.6622 0.7808 -3.5532  C18 1.085

* molecular weight: 136.238 g/mol
* frontier orbital gap: 10.0538 eV
* HOMO: -9.03 eV
* structure (SMILES): Cc1ccccc1.CCC

Short version: Q is the least stable of them.